[1]
Formula: C14H16LiN6O4PSe
Source: the OMol25 dataset
Level of theory: wB97M-V/def2-TZVPD

The geometry in XYZ format:
```
43
Properties=species:S:1:pos:R:3
Li -0.51 -0.76 -0.35
Se 3.04 4.65 -4.18
N 1.52 4.60 -3.26
C 1.39 3.39 -2.78
C 0.26 2.94 -1.95
C -0.82 3.79 -1.48
C -1.84 3.27 -0.73
C -1.72 1.93 -0.39
N -0.76 1.10 -0.80
C 0.26 1.62 -1.59
C 1.33 0.66 -1.97
N 1.18 -0.60 -1.53
C 2.09 -1.46 -1.93
C 3.17 -1.16 -2.75
C 3.28 0.10 -3.26
C 2.36 1.01 -2.83
C 2.38 2.43 -3.20
N 3.39 2.90 -3.91
H -0.89 4.86 -1.69
H -2.66 3.88 -0.47
H -2.49 1.50 0.11
H 2.03 -2.44 -1.56
H 3.92 -1.93 -2.83
H 4.10 0.45 -3.92
O -2.82 -4.55 -1.27
O -3.64 -3.72 -1.53
N 0.19 0.65 3.45
C 0.34 -0.84 3.53
P -1.09 -1.50 2.48
O -2.17 -0.57 2.89
O -0.82 -1.88 1.04
C -1.52 -3.05 3.37
N -2.65 -3.73 2.57
H -0.82 0.81 3.55
H 0.34 1.02 2.50
H 0.72 1.15 4.14
H 0.34 -1.19 4.53
H 1.28 -1.03 3.04
H -1.99 -2.70 4.30
H -0.77 -3.82 3.53
H -3.15 -3.11 1.88
H -3.37 -4.10 3.24
H -2.39 -4.55 2.03
```

The HOMO energy (alpha / beta) is -13.51 / -13.51 eV. The value obtained for the total energy is -106733.52631 eV. The total charge is +2. The LUMO energy (alpha / beta) is -5.92 / -5.84 eV. The frontier orbital gap (alpha / beta) comes out at 7.6 / 7.7 eV. The calculation puts the largest force on an atom at 3.20 eV/Å. For the molecular weight, the calculation gives 449.2 g/mol.

These are the Mulliken partial charges, in e, on atoms 1 to 6: number 1, Li, carries 1.090; number 2, Se, carries 0.325; number 3, N, carries -0.788; number 4, C, carries 0.596; number 5, C, carries 0.516; number 6, C, carries -0.552

---

[2]
Formula: C14H16N2O5S2
Source: the OMol25 dataset
Level of theory: wB97M-V/def2-TZVPD

The geometry in XYZ format:
```
39
Properties=species:S:1:pos:R:3
C -6.53 -1.72 0.03
O -6.23 -0.35 -0.12
C -4.92 0.04 -0.05
C -3.84 -0.81 0.15
C -2.55 -0.31 0.21
C -2.32 1.05 0.05
N -1.04 1.62 0.10
C 0.16 1.00 0.27
O 0.32 -0.19 0.42
C 1.31 1.93 0.23
S 1.18 3.62 -0.16
C 2.88 3.84 -0.06
C 3.52 2.69 0.27
C 2.63 1.60 0.44
O 3.05 0.36 0.80
S 4.19 -0.32 -0.13
O 5.48 0.05 0.36
O 3.89 0.01 -1.49
N 3.88 -1.89 0.26
C 2.64 -2.35 -0.33
C 5.01 -2.77 0.07
C -3.40 1.90 -0.15
C -4.68 1.40 -0.20
H -7.61 -1.79 -0.06
H -6.22 -2.09 1.01
H -6.06 -2.32 -0.76
H -3.98 -1.88 0.28
H -1.72 -0.98 0.37
H -1.03 2.62 -0.03
H 3.29 4.81 -0.25
H 4.59 2.58 0.38
H 1.85 -1.66 -0.05
H 2.41 -3.34 0.06
H 2.71 -2.39 -1.42
H 4.85 -3.68 0.64
H 5.17 -3.02 -0.98
H 5.89 -2.25 0.45
H -3.23 2.96 -0.27
H -5.53 2.06 -0.36
```

The HOMO energy is -8.03 eV. The value obtained for the total energy is -49664.90709 eV. The LUMO energy is 0.22 eV. The frontier orbital gap comes out at 8.2 eV. The calculation puts the largest force on an atom at 1.26 eV/Å. The SMILES is COc1ccc(NC(=O)c2sccc2OS(=O)(=O)N(C)C)cc1. For the molecular weight, the calculation gives 356.4 g/mol. For the energy relative to the best compared isomer or geometry (same formula, charge and spin), the calculation gives 15.0 kcal/mol.

These are the Mulliken partial charges, in e, on atoms 1 to 6: number 1, C, carries -0.818; number 2, O, carries -0.454; number 3, C, carries 0.722; number 4, C, carries -0.358; number 5, C, carries -0.703; number 6, C, carries 0.388

---

[3]
Formula: C14H16N3S5SbV
Source: the OMol25 dataset
Level of theory: wB97M-V/def2-TZVPD

The geometry in XYZ format:
```
40
Properties=species:S:1:pos:R:3
V 0.35 -0.11 -2.19
C 3.40 1.14 -1.40
C 2.56 0.59 -0.29
C 2.84 1.04 1.02
C 2.17 0.55 2.09
C 1.23 -0.49 1.92
C 0.54 -1.10 3.00
C -0.31 -2.13 2.73
C -0.49 -2.61 1.41
C 0.16 -2.03 0.36
S -1.43 -3.84 -1.56
C 1.01 -0.92 0.62
N 1.58 -0.30 -0.49
H 4.39 1.33 -0.99
H 3.00 2.08 -1.78
H 3.46 0.47 -2.25
H 3.62 1.79 1.14
H 2.37 0.93 3.09
H 0.71 -0.75 4.01
H -0.85 -2.60 3.55
H -1.14 -3.46 1.18
S 1.98 -1.06 -3.82
Sb 0.38 0.24 -4.96
S -1.37 -0.72 -3.62
S 0.50 1.94 -3.13
C -2.95 -0.89 -0.58
N -2.20 0.32 -0.24
C -2.72 1.22 0.79
C -1.75 2.41 0.73
N -0.68 1.84 -0.09
C -1.04 0.69 -0.73
S 0.12 -2.56 -1.31
H -3.93 -0.61 -0.96
H -3.06 -1.50 0.32
H -2.42 -1.49 -1.30
H -2.71 0.72 1.76
H -3.75 1.49 0.56
H -1.39 2.69 1.71
H -2.20 3.28 0.25
H 0.02 2.42 -0.51
```

The HOMO energy (alpha / beta) is -6.75 / -6.82 eV. The value obtained for the total energy is -105652.05095 eV. As for the spin multiplicity: 2. The expectation value of S² is 0.860. The LUMO energy (alpha / beta) is -1.79 / -0.94 eV. The frontier orbital gap (alpha / beta) comes out at 5.0 / 5.9 eV. The calculation puts the largest force on an atom at 1.60 eV/Å. For the molecular weight, the calculation gives 559.3 g/mol. For the energy relative to the best compared isomer or geometry (same formula, charge and spin), the calculation gives 36.3 kcal/mol.

These are the Mulliken partial charges, in e, on atoms 1 to 6: number 1, V, carries 0.716; number 2, C, carries -1.364; number 3, C, carries 0.915; number 4, C, carries -0.774; number 5, C, carries -0.889; number 6, C, carries 1.051

---

[4]
Formula: C14H16N4O
Source: the OMol25 dataset
Level of theory: wB97M-V/def2-TZVPD

The geometry in XYZ format:
```
35
Properties=species:S:1:pos:R:3
C -6.19 -0.75 0.78
C -4.69 -0.34 0.32
C -3.65 -1.17 0.29
C -2.46 -0.93 -0.05
C -2.20 0.25 -0.52
C -3.32 1.26 -0.31
C -4.64 0.85 0.14
H -5.35 1.74 -0.15
H -3.11 2.40 -0.73
N -0.90 0.82 -0.65
H -0.98 1.99 -1.04
C 0.00 0.12 -1.27
H 0.06 -1.15 -0.83
C 1.52 0.66 -0.78
O 2.43 0.48 -1.70
N 1.46 1.08 0.55
N 2.58 1.71 1.00
C 3.73 1.45 0.96
C 4.48 0.39 0.39
C 3.86 -0.97 0.45
C 4.92 -1.85 -0.08
C 5.96 -0.95 0.07
N 5.71 0.34 0.27
H 6.26 1.08 0.35
H 7.09 -1.13 -0.57
H 5.01 -2.88 -0.16
H 2.89 -1.52 0.50
H 4.48 2.43 1.21
H 0.55 1.28 0.96
H 0.10 -0.14 -2.19
H -1.74 -1.54 -0.06
H -4.05 -2.31 0.45
H -6.93 0.07 0.45
H -6.32 -1.05 1.75
H -6.55 -1.74 0.20
```

The HOMO energy is -7.72 eV. The value obtained for the total energy is -22772.11761 eV. The LUMO energy is 0.69 eV. The frontier orbital gap comes out at 8.4 eV. The calculation puts the largest force on an atom at 17.22 eV/Å. For the molecular weight, the calculation gives 256.3 g/mol. For the energy relative to the best compared isomer or geometry (same formula, charge and spin), the calculation gives 337.8 kcal/mol.

These are the Mulliken partial charges, in e, on atoms 1 to 6: number 1, C, carries -1.298; number 2, C, carries 0.617; number 3, C, carries -0.778; number 4, C, carries -0.439; number 5, C, carries 0.905; number 6, C, carries -0.513

---

[5]
Formula: C14H16N8O
Source: the OMol25 dataset
Level of theory: wB97M-V/def2-TZVPD

The geometry in XYZ format:
```
39
Properties=species:S:1:pos:R:3
C -3.44 -3.27 -1.20
C -3.23 -1.87 -0.70
C -4.07 -1.36 0.31
C -3.89 -0.08 0.78
C -4.68 0.60 1.83
N -2.88 0.61 0.21
N -2.47 1.85 0.46
C -1.45 2.01 -0.38
C -0.72 3.30 -0.48
O -1.26 4.38 -0.61
N 0.63 3.18 -0.44
N 1.27 2.02 -0.23
C 2.54 2.00 -0.27
C 3.28 0.79 -0.08
C 4.65 0.63 -0.08
N 4.90 -0.68 0.12
C 6.17 -1.33 0.20
N 3.77 -1.38 0.25
C 2.77 -0.53 0.14
C 1.35 -0.94 0.23
N -1.18 0.96 -1.16
C -2.07 0.05 -0.80
N -2.26 -1.18 -1.24
H -2.70 -3.48 -1.97
H -3.33 -3.98 -0.39
H -4.44 -3.37 -1.62
H -4.86 -1.97 0.72
H -5.10 1.53 1.42
H -5.49 -0.04 2.18
H -4.03 0.88 2.66
H 1.17 4.04 -0.58
H 3.13 2.90 -0.47
H 5.44 1.34 -0.20
H 6.75 -1.17 -0.71
H 5.99 -2.40 0.33
H 6.75 -0.96 1.05
H 0.90 -0.50 1.11
H 0.80 -0.57 -0.64
H 1.29 -2.02 0.28
```

The HOMO energy is -8.13 eV. The value obtained for the total energy is -28745.27333 eV. The LUMO energy is 0.40 eV. The frontier orbital gap comes out at 8.5 eV. The calculation puts the largest force on an atom at 1.45 eV/Å. The SMILES is Cc1cc(C)n2nc(C(=O)N/N=C/c3cn(C)nc3C)nc2n1. For the molecular weight, the calculation gives 312.3 g/mol.

These are the Mulliken partial charges, in e, on atoms 1 to 6: number 1, C, carries -1.160; number 2, C, carries 0.986; number 3, C, carries -1.047; number 4, C, carries 1.333; number 5, C, carries -1.400; number 6, N, carries 0.910

---

[6]
Formula: C14H16NO2
Source: the OMol25 dataset
Level of theory: wB97M-V/def2-TZVPD

The geometry in XYZ format:
```
33
Properties=species:S:1:pos:R:3
C 0.96 3.50 1.98
C -0.43 2.88 1.97
C -0.65 1.99 0.71
C -2.07 1.27 0.66
C -2.27 0.19 -0.40
C -2.48 0.42 -1.84
H 1.09 4.08 2.90
H 1.70 2.69 2.01
H 1.12 4.16 1.12
H -0.61 2.28 2.87
H -1.23 3.65 1.97
H -0.61 2.60 -0.22
H 0.15 1.22 0.57
H -2.32 0.78 1.64
H -2.84 2.08 0.63
H -2.62 -0.78 -0.02
H -3.60 0.56 -1.93
H -1.77 1.29 -2.11
C -0.37 -1.22 -7.40
C -0.37 -0.27 -6.40
C -1.13 -0.46 -5.25
C -1.93 -1.54 -5.11
C -1.97 -2.49 -6.13
C -1.19 -2.36 -7.27
C -2.58 -1.47 -3.76
O -3.47 -2.18 -3.32
N -1.96 -0.41 -3.07
C -1.25 0.34 -4.03
O -0.78 1.46 -3.87
H 0.26 -1.11 -8.28
H 0.25 0.60 -6.50
H -2.59 -3.37 -6.09
H -1.17 -3.10 -8.07
```

The HOMO energy (alpha / beta) is -8.00 / -10.04 eV. The value obtained for the total energy is -20360.81087 eV. As for the spin multiplicity: 2. The expectation value of S² is 0.754. The LUMO energy (alpha / beta) is -0.28 / -0.28 eV. The frontier orbital gap (alpha / beta) comes out at 7.7 / 9.8 eV. The calculation puts the largest force on an atom at 2.97 eV/Å. For the molecular weight, the calculation gives 230.3 g/mol. For the energy relative to the best compared isomer or geometry (same formula, charge and spin), the calculation gives 0.0 kcal/mol.

These are the Mulliken partial charges, in e, on atoms 1 to 6: number 1, C, carries -1.214; number 2, C, carries -0.392; number 3, C, carries -0.479; number 4, C, carries -0.682; number 5, C, carries -0.912; number 6, C, carries 0.046